[1]
This record from OMol25 describes a cluster of 13 separate species, C69H152F6N6O5P in total. The level of theory is ωB97M-V/def2-TZVPD.

XYZ file:
```
239
Properties=species:S:1:pos:R:3
C 25.655 19.031 23.240
C 26.379 18.707 21.761
C 26.502 17.201 21.587
N 26.891 16.946 20.188
C 28.246 17.752 19.833
C 25.925 17.293 19.056
C 26.015 16.138 18.042
C 26.539 14.962 18.725
C 27.259 15.355 20.041
H 25.101 18.319 23.739
H 17.038 16.824 27.432
H 26.031 20.055 23.470
H 27.177 19.457 21.588
H 25.329 19.125 21.253
H 25.427 16.833 21.695
H 27.243 16.814 22.257
H 28.922 17.442 20.600
H 28.150 18.798 19.829
H 28.528 17.372 18.856
H 26.180 18.354 18.857
H 24.842 17.398 19.314
H 25.110 16.178 17.393
H 19.229 11.822 15.654
H 26.771 13.965 18.387
H 25.441 14.655 18.910
H 28.285 15.268 20.210
H 26.713 14.810 20.791
C 7.457 19.340 25.803
C 8.238 19.171 24.510
C 9.628 19.767 24.798
N 10.518 20.060 23.626
C 9.854 21.048 22.774
C 10.802 18.788 22.829
C 12.036 18.181 23.491
C 12.884 19.398 23.787
C 11.879 20.550 24.072
H 7.190 20.381 26.049
H 7.959 18.881 26.628
H 6.438 18.946 25.764
H 7.718 19.623 23.693
H 8.305 18.080 24.382
H 10.088 19.030 25.401
H 9.471 20.709 25.302
H 9.194 20.488 22.141
H 10.564 21.622 22.261
H 9.325 21.733 23.424
H 11.113 19.051 21.830
H 9.920 18.169 22.813
H 12.386 17.536 22.740
H 11.719 17.665 24.385
H 13.483 19.679 22.930
H 13.494 19.290 24.723
H 12.127 21.466 23.513
H 11.861 20.747 25.138
C 19.579 10.926 11.985
C 20.514 10.034 12.506
C 20.653 10.193 13.881
N 21.206 9.050 14.854
C 21.922 7.951 14.057
C 19.974 8.355 15.385
C 19.617 9.044 16.765
C 21.002 9.618 17.309
C 22.012 9.531 16.085
H 19.160 11.889 12.383
H 18.655 10.229 12.138
H 19.330 10.821 10.941
H 20.638 9.188 11.831
H 17.425 14.093 17.563
H 19.719 10.386 14.351
H 21.631 10.957 14.079
H 21.301 7.390 13.350
H 22.427 7.315 14.754
H 22.757 8.339 13.492
H 20.275 7.368 15.520
H 19.151 8.215 14.654
H 19.179 8.114 17.323
H 19.022 10.038 16.460
H 21.412 8.856 17.856
H 20.937 10.622 17.487
H 22.815 8.783 16.181
H 22.637 10.425 15.903
C 10.614 21.170 14.750
C 9.356 20.362 14.636
C 8.618 20.759 13.403
N 7.516 19.863 13.055
C 7.853 18.394 13.166
C 7.123 20.382 11.583
C 6.406 21.707 11.824
C 5.854 21.626 13.278
C 6.308 20.267 13.768
H 11.189 20.740 15.578
H 10.471 22.228 14.954
H 11.304 21.130 13.873
H 8.655 20.556 15.494
H 9.461 19.250 14.624
H 9.331 20.845 12.528
H 8.194 21.843 13.444
H 6.971 17.778 12.811
H 8.005 18.164 14.209
H 8.823 18.193 12.652
H 6.471 19.556 11.320
H 8.046 20.414 10.967
H 5.515 21.732 11.146
H 7.061 22.563 11.642
H 4.758 21.704 13.303
H 6.132 22.501 13.866
H 5.539 19.502 13.411
H 6.434 20.252 14.827
C 11.264 12.447 4.316
C 9.783 12.091 4.035
C 9.455 10.696 4.498
N 8.042 10.312 4.607
C 7.449 10.450 3.263
C 7.268 11.180 5.543
C 7.697 10.740 6.976
C 7.920 9.269 6.732
C 7.919 8.943 5.242
H 11.557 13.352 3.809
H 11.932 11.630 4.008
H 11.464 12.634 5.388
H 9.534 12.091 2.964
H 9.132 12.948 4.401
H 9.980 10.451 5.416
H 9.732 9.947 3.778
H 7.657 11.450 2.884
H 6.399 10.190 3.382
H 7.948 9.790 2.572
H 6.182 11.062 5.301
H 7.515 12.216 5.372
H 6.852 10.936 7.637
H 8.610 11.177 7.359
H 7.137 8.648 7.205
H 8.871 8.948 7.078
H 6.955 8.537 4.859
H 8.750 8.276 4.951
C 10.045 13.037 22.200
N 10.094 13.712 20.912
C 11.424 14.080 20.455
C 9.474 12.743 20.016
C 9.194 15.012 21.040
C 8.734 15.583 19.691
O 9.799 16.188 18.933
H 10.606 12.135 22.100
H 9.062 12.832 22.554
H 10.493 13.659 22.960
H 12.081 13.300 20.580
H 11.749 14.972 20.958
H 11.308 14.328 19.394
H 8.398 12.628 20.278
H 10.016 11.812 20.047
H 9.517 13.044 19.052
H 9.846 15.686 21.552
H 8.332 14.752 21.676
H 7.983 16.258 20.002
H 8.196 14.916 19.041
H 10.535 16.718 19.586
C 12.674 23.068 19.077
C 14.089 22.804 18.552
C 14.295 23.195 17.086
C 14.812 24.597 16.708
P 16.663 24.598 16.474
C 17.207 26.319 16.229
C 16.709 27.395 17.149
C 17.539 28.700 17.101
C 17.772 29.231 15.670
C 17.501 23.837 17.840
C 18.969 24.182 17.856
C 19.191 25.490 18.691
C 20.613 26.135 18.618
C 17.021 23.739 14.926
C 16.534 24.351 13.598
C 16.684 23.365 12.402
C 18.117 23.113 12.021
H 12.005 22.413 18.506
H 12.261 24.026 18.905
H 12.568 22.876 20.141
H 14.392 21.762 18.712
H 14.840 23.342 19.151
H 13.274 23.129 16.623
H 14.962 22.491 16.535
H 14.571 25.370 17.506
H 14.504 24.854 15.661
H 16.918 26.477 15.172
H 18.317 26.282 16.223
H 16.549 27.021 18.171
H 15.660 27.660 16.880
H 18.563 28.472 17.571
H 17.024 29.450 17.655
H 16.774 29.584 15.344
H 18.031 28.484 14.916
H 18.546 30.012 15.653
H 17.309 22.765 17.738
H 17.006 24.232 18.740
H 19.309 24.238 16.836
H 19.453 23.286 18.196
H 18.938 25.306 19.699
H 18.499 26.235 18.275
H 20.862 26.458 17.610
H 21.328 25.466 19.067
H 20.767 26.979 19.243
H 16.478 22.825 15.022
H 18.071 23.524 14.813
H 17.060 25.330 13.436
H 15.447 24.621 13.562
H 16.182 23.744 11.544
H 16.331 22.335 12.629
H 18.647 24.012 12.136
H 18.225 22.733 11.025
H 18.605 22.360 12.667
C 12.566 17.476 19.250
O 13.577 16.547 19.293
O 11.559 17.305 20.182
C 13.232 18.832 19.311
F 13.864 19.074 18.132
F 12.389 19.847 19.460
F 14.140 19.030 20.322
C 14.277 16.267 18.044
C 14.587 14.762 18.131
H 15.528 14.597 18.732
H 13.778 14.292 18.704
H 14.669 14.311 17.150
H 15.132 16.943 17.926
H 13.550 16.520 17.243
H 12.140 17.505 18.213
C 10.890 15.000 13.047
O 10.432 14.155 11.967
O 10.270 16.015 13.359
C 12.345 18.165 10.099
F 11.492 18.743 10.945
F 13.110 17.318 10.723
F 11.670 17.570 9.195
C 10.687 12.711 12.087
C 12.246 12.299 11.834
H 12.294 11.196 11.492
H 12.521 13.006 10.968
H 12.838 12.242 12.781
H 10.073 12.262 11.289
H 10.319 12.361 13.103
H 11.686 14.517 13.842
```

Calculated values
DFT total energy, a.u.: -4362.6118
Gap between HOMO and LUMO, eV: 0.9
Total charge: +5
LUMO, eV: -10.1


[2]
This record from OMol25 describes a cluster of 9 separate species, C69H155N9O13 in total. The level of theory is ωB97M-V/def2-TZVPD.

XYZ file:
```
246
Properties=species:S:1:pos:R:3
C 4.522 2.133 -1.176
C 4.265 2.513 -2.644
C 3.079 3.507 -2.724
C 5.443 3.298 -3.194
C 6.660 2.531 -3.624
C 6.220 1.453 -4.635
C 5.051 0.581 -4.068
C 4.496 -0.233 -5.238
C 5.628 -0.439 -3.079
N 3.959 1.408 -3.534
O 2.903 0.595 -3.085
H 4.338 2.968 -0.502
H 3.851 1.324 -0.879
H 5.538 1.794 -0.964
H 2.164 2.957 -2.483
H 3.263 4.331 -2.033
H 2.869 3.958 -3.695
H 5.175 3.859 -4.095
H 5.797 4.002 -2.434
H 7.442 3.174 -4.031
H 7.166 1.994 -2.811
H 6.979 0.796 -5.060
H 5.744 1.897 -5.518
H 5.244 -0.816 -5.779
H 4.016 0.392 -5.996
H 3.779 -0.954 -4.840
H 6.102 0.021 -2.207
H 6.382 -1.093 -3.521
H 4.885 -1.108 -2.633
H 2.144 0.927 -3.583
C -2.100 -2.301 3.026
C -1.118 -2.469 4.177
C 0.342 -2.492 3.621
C -1.295 -1.268 5.074
C -0.558 -1.370 6.445
C -1.157 -2.613 7.135
C -1.048 -3.911 6.305
C 0.398 -4.414 6.387
C -2.082 -4.875 6.906
N -1.519 -3.650 4.935
O -1.596 -4.820 4.152
H -2.087 -1.247 2.727
H -2.111 -3.025 2.213
H -3.146 -2.329 3.366
H 0.464 -1.749 2.836
H 1.062 -2.287 4.411
H 0.495 -3.508 3.253
H -1.024 -0.330 4.583
H -2.348 -1.157 5.356
H 0.509 -1.424 6.222
H -0.715 -0.455 7.015
H -2.210 -2.461 7.378
H -0.652 -2.753 8.094
H 0.633 -4.657 7.425
H 1.152 -3.700 6.056
H 0.533 -5.299 5.762
H -1.890 -4.967 7.981
H -1.991 -5.903 6.553
H -3.103 -4.518 6.789
H -2.546 -4.970 4.098
C -5.820 1.178 -2.278
C -5.631 0.145 -1.116
C -5.122 -1.207 -1.642
C -4.494 0.774 -0.293
C -4.349 0.111 1.057
C -5.672 0.240 1.832
C -6.896 -0.308 1.061
C -6.990 -1.849 1.235
C -8.138 0.312 1.719
N -6.866 0.106 -0.338
O -7.912 -0.392 -1.116
H -6.340 2.084 -1.971
H -4.861 1.384 -2.747
H -6.494 0.694 -2.991
H -4.067 -1.205 -1.906
H -5.291 -1.969 -0.882
H -5.682 -1.408 -2.559
H -3.544 0.671 -0.825
H -4.557 1.862 -0.193
H -4.106 -0.952 0.972
H -3.580 0.597 1.660
H -5.835 1.283 2.112
H -5.456 -0.263 2.778
H -7.623 -2.234 0.438
H -7.468 -2.071 2.194
H -6.024 -2.328 1.404
H -9.039 -0.005 1.187
H -8.134 1.390 1.879
H -8.297 -0.094 2.723
H -8.471 0.354 -1.363
C -2.674 -3.637 -1.452
C -1.576 -4.689 -1.744
C -1.593 -5.703 -0.582
C -1.905 -5.374 -3.072
C -0.733 -6.139 -3.650
C 0.538 -5.302 -3.783
C 0.927 -4.557 -2.503
C 1.737 -5.564 -1.629
C 1.798 -3.395 -2.931
N -0.274 -3.991 -1.829
O 0.142 -3.482 -0.588
H -2.544 -3.029 -0.556
H -2.832 -2.926 -2.263
H -3.591 -4.222 -1.334
H -2.483 -6.334 -0.657
H -0.739 -6.382 -0.563
H -1.703 -5.229 0.397
H -2.628 -6.146 -2.798
H -2.325 -4.671 -3.785
H -0.519 -7.038 -3.059
H -0.942 -6.579 -4.629
H 0.375 -4.585 -4.594
H 1.303 -5.993 -4.142
H 1.256 -6.541 -1.638
H 1.928 -5.210 -0.618
H 2.699 -5.636 -2.138
H 1.157 -2.671 -3.439
H 2.629 -3.699 -3.569
H 2.237 -2.835 -2.100
H 0.245 -4.258 -0.010
C -5.537 0.325 -7.541
C -5.147 -0.809 -6.605
C -4.492 -0.217 -5.365
C -6.427 -1.539 -6.191
C -6.248 -2.950 -5.631
C -5.393 -3.780 -6.559
C -4.106 -3.137 -6.978
C -3.079 -3.211 -5.790
C -3.479 -3.920 -8.139
N -4.286 -1.739 -7.346
O -3.129 -1.133 -7.866
H -6.182 1.072 -7.065
H -4.678 0.927 -7.858
H -6.026 0.121 -8.497
H -3.632 0.411 -5.619
H -5.182 0.484 -4.895
H -4.155 -0.987 -4.674
H -6.952 -0.918 -5.459
H -7.118 -1.547 -7.039
H -5.846 -2.937 -4.613
H -7.226 -3.424 -5.520
H -5.983 -3.973 -7.462
H -5.178 -4.722 -6.050
H -2.480 -4.125 -5.817
H -3.622 -3.162 -4.843
H -2.305 -2.444 -5.701
H -2.467 -3.583 -8.352
H -4.136 -3.982 -9.008
H -3.372 -4.962 -7.819
H -3.361 -1.004 -8.792
C 10.012 6.495 -2.203
O 8.811 6.108 -1.566
C 9.081 5.305 -0.427
C 7.731 4.771 0.059
N 6.975 5.772 0.824
C 5.753 5.166 1.311
C 4.932 6.148 2.147
O 3.821 5.528 2.775
C 4.137 4.589 3.797
H 9.834 7.086 -3.099
H 10.589 5.657 -2.618
H 10.628 6.996 -1.454
H 9.661 5.840 0.329
H 9.681 4.451 -0.764
H 7.871 3.903 0.702
H 7.146 4.505 -0.827
H 6.788 6.620 0.306
H 6.018 4.384 2.030
H 5.101 4.692 0.569
H 4.520 6.999 1.598
H 5.525 6.615 2.945
H 4.210 3.565 3.433
H 3.260 4.719 4.439
H 4.952 4.922 4.447
C 0.948 2.932 2.386
O 1.335 1.738 1.744
C 0.217 0.864 1.571
C 0.386 -0.078 0.368
N -0.051 0.556 -0.869
C -0.884 -0.283 -1.735
C -1.065 0.310 -3.092
O 0.210 0.511 -3.660
C 0.211 0.804 -5.043
H 0.637 2.712 3.416
H 0.163 3.415 1.792
H 1.831 3.575 2.420
H -0.757 1.350 1.459
H 0.238 0.287 2.506
H -0.288 -0.887 0.681
H 1.408 -0.462 0.383
H 0.831 0.644 -1.372
H -1.830 -0.437 -1.203
H -0.500 -1.312 -1.791
H -1.581 1.282 -3.074
H -1.718 -0.291 -3.741
H -0.057 1.835 -5.297
H -0.413 0.073 -5.561
H 1.234 0.716 -5.418
C -3.267 3.699 2.246
O -3.827 3.009 3.390
C -2.906 2.144 4.019
C -1.859 2.879 4.845
N -2.332 3.785 5.893
C -1.325 4.769 6.271
C -0.956 5.767 5.216
O 0.013 5.355 4.270
C 0.302 6.283 3.243
H -2.721 3.036 1.572
H -2.557 4.370 2.741
H -4.113 4.249 1.848
H -2.445 1.429 3.330
H -3.493 1.557 4.735
H -1.220 3.419 4.140
H -1.283 2.126 5.394
H -3.271 4.127 5.753
H -0.462 4.193 6.624
H -1.702 5.218 7.191
H -0.584 6.680 5.713
H -1.816 6.181 4.671
H 0.959 5.791 2.531
H 0.918 7.065 3.702
H -0.523 6.757 2.705
C 5.795 -1.017 0.615
O 4.810 -1.249 1.594
C 4.116 -0.068 1.954
C 3.458 -0.282 3.302
N 4.486 -0.212 4.327
C 4.109 -0.566 5.663
C 3.271 0.511 6.352
O 3.072 0.127 7.694
C 2.079 0.894 8.318
H 5.362 -0.425 -0.200
H 6.233 -1.919 0.195
H 6.604 -0.419 1.058
H 3.409 0.131 1.144
H 4.765 0.802 2.128
H 2.770 -1.137 3.351
H 2.755 0.560 3.382
H 5.373 -0.445 3.916
H 5.008 -0.780 6.249
H 3.640 -1.562 5.701
H 2.293 0.674 5.885
H 3.856 1.435 6.250
H 1.129 0.933 7.771
H 2.398 1.924 8.505
H 1.813 0.447 9.277
```

Calculated values
DFT total energy, a.u.: -4192.4803
SMILES: CC1(C)CCCC(C)(C)N1O.CC1(C)CCCC(C)(C)N1O.CC1(C)CCCC(C)(C)N1O.CC1(C)CCCC(C)(C)N1O.CC1(C)CCCC(C)(C)N1O.COCCNCCOC.COCCNCCOC.COCCNCCOC.COCCNCCOC
Gap between HOMO and LUMO, eV: 8.7
ΔE to the lowest compared entry with this formula, charge and spin, eV: 1.0750
LUMO, eV: 0.6


> LUMO of number 1 (C69H152F6N6O5P)?

-10.1 eV